(1)
Formula: C31H48FeN5OP
Source: the Open Molecules 2025 dataset
Level of theory: ωB97M-V/def2-TZVPD

Structure (ORCA input):
```
! wB97M-V def2-TZVPD RIJCOSX def2/J DEFGRID3
* xyz 1 6
Fe 1.26 -0.64 0.42
N 1.82 -0.98 2.46
C 0.95 -1.99 3.06
C 0.36 -1.69 4.28
C -0.49 -2.60 4.89
C -0.73 -3.82 4.27
C -0.14 -4.10 3.05
C 0.72 -3.20 2.41
C 1.26 -3.56 1.06
C 1.65 -4.89 0.85
C 2.03 -5.32 -0.41
C 2.01 -4.43 -1.48
C 1.65 -3.11 -1.26
C 1.29 -2.63 0.01
H 1.84 -0.15 3.05
H 2.77 -1.33 2.41
H 0.57 -0.74 4.76
H -0.94 -2.37 5.84
H -1.39 -4.54 4.72
H -0.36 -5.04 2.56
H 1.65 -5.59 1.67
H 2.34 -6.34 -0.56
H 2.29 -4.76 -2.47
H 1.65 -2.43 -2.11
N 0.09 0.63 0.05
P -1.29 1.24 -0.44
N -2.61 0.56 0.28
C -3.64 -0.16 -0.45
C -3.42 -1.67 -0.38
C -3.37 -2.12 1.08
C -2.30 -1.33 1.83
C -2.53 0.17 1.69
N -1.38 2.86 -0.14
C -0.20 3.67 -0.43
C 0.53 4.06 0.85
C -0.42 4.75 1.82
C -1.65 3.88 2.08
C -2.32 3.50 0.77
N -1.45 1.06 -2.07
C -2.18 2.00 -2.93
C -1.26 2.55 -4.01
C -0.61 1.42 -4.80
C 0.09 0.43 -3.87
C -0.88 -0.07 -2.80
H -3.68 0.19 -1.48
H -4.60 0.09 0.01
H -2.48 -1.92 -0.88
H -4.22 -2.18 -0.92
H -3.16 -3.19 1.14
H -4.34 -1.96 1.54
H -1.32 -1.58 1.43
H -2.29 -1.60 2.89
H -1.72 0.73 2.17
H -3.46 0.46 2.18
H -0.53 4.58 -0.96
H 0.45 3.12 -1.11
H 1.38 4.70 0.61
H 0.93 3.14 1.30
H -0.74 5.71 1.39
H 0.09 4.99 2.75
H -2.37 4.41 2.72
H -1.35 2.97 2.62
H -2.70 4.41 0.28
H -3.17 2.84 0.93
H -2.60 2.79 -2.31
H -3.02 1.47 -3.39
H -0.49 3.17 -3.54
H -1.83 3.20 -4.68
H 0.09 1.81 -5.53
H -1.38 0.88 -5.36
H 0.93 0.92 -3.37
H 0.49 -0.42 -4.43
H -0.41 -0.75 -2.10
H -1.70 -0.62 -3.28
C 4.53 1.28 -1.62
C 5.34 0.20 -0.91
C 4.26 -0.79 -0.53
O 3.12 0.04 -0.18
C 3.27 1.37 -0.78
H 4.29 0.98 -2.64
H 5.05 2.24 -1.66
H 5.83 0.60 -0.02
H 6.10 -0.25 -1.55
H 4.50 -1.42 0.33
H 3.97 -1.44 -1.36
H 3.35 2.08 0.04
H 2.36 1.57 -1.34
*
```

gap between HOMO and LUMO (spin up / spin down): 8.52 / 8.15 eV
LUMO (spin up / spin down): -2.1 / -2.8 eV
HOMO level (spin up / spin down): -10.7 / -11.0 eV
⟨S²⟩: 8.7672

---

(2)
Formula: C31H48HoO2P2
Source: the Open Molecules 2025 dataset
Level of theory: ωB97M-V/def2-TZVPD

Structure (ORCA input):
```
! wB97M-V def2-TZVPD RIJCOSX def2/J DEFGRID3
* xyz 1 5
Ho 0.54 0.68 0.61
C 2.07 2.69 0.21
C 0.74 3.07 -0.18
C 0.78 2.89 2.13
C 2.09 2.61 1.64
C -0.06 3.15 1.01
C 3.26 2.49 -0.66
H 3.03 2.66 -1.71
H 3.66 1.46 -0.56
H 4.07 3.17 -0.36
C 3.30 2.36 2.46
H 4.21 2.59 1.89
H 3.37 1.31 2.76
H 3.30 2.97 3.37
C 0.38 3.00 3.55
H 1.21 3.38 4.17
H 0.09 2.03 3.97
H -0.48 3.67 3.66
C -1.50 3.51 1.10
H -1.64 4.44 1.67
H -2.09 2.74 1.61
H -1.94 3.66 0.11
C 0.31 3.52 -1.53
H 0.25 4.62 -1.57
H -0.69 3.14 -1.79
H 1.01 3.20 -2.31
C -0.05 -3.18 -3.75
C 0.64 -2.16 -4.30
C 0.17 -1.32 -5.44
C -1.31 -0.87 -5.35
C -1.80 -0.60 -3.95
C -2.52 -1.51 -3.26
C -2.65 -2.96 -3.60
C -1.40 -3.67 -4.20
H 0.32 -1.84 -6.40
H -1.93 -1.61 -5.88
H 0.81 -0.43 -5.49
H -1.48 -3.70 -5.30
H 0.46 -3.86 -3.06
H 1.71 -2.05 -4.10
H -1.47 -4.73 -3.87
H -2.94 -3.50 -2.68
H -3.26 -1.17 -2.53
H -3.48 -3.13 -4.31
H -1.40 0.06 -5.94
H -1.75 0.45 -3.64
P 1.15 -1.35 -0.94
P -2.13 -0.08 0.31
C -0.50 -2.16 -1.07
C -1.71 -1.83 -0.16
H -0.31 -3.24 -1.02
H -0.78 -1.93 -2.10
H -2.63 -2.20 -0.65
H -1.59 -2.36 0.80
C -3.22 -0.31 1.75
H -3.55 0.68 2.10
H -2.66 -0.81 2.55
H -4.08 -0.91 1.44
C -3.27 0.67 -0.89
H -4.09 -0.03 -1.09
H -2.75 0.91 -1.82
H -3.68 1.60 -0.46
C 2.49 -2.37 -1.54
H 3.43 -1.81 -1.38
H 2.40 -2.60 -2.61
H 2.52 -3.30 -0.97
C 0.91 0.07 -2.11
H 0.08 0.77 -1.86
H 0.65 -0.34 -3.09
H 1.83 0.66 -2.23
O -0.42 -1.58 2.95
C 0.53 -0.89 3.34
O 1.24 -0.11 2.53
C 0.93 -0.85 4.78
C 0.31 -1.72 5.70
C 0.63 -1.65 7.06
C 1.55 -0.70 7.52
C 2.16 0.17 6.61
C 1.87 0.08 5.25
H -0.43 -2.42 5.32
H 0.16 -2.34 7.76
H 1.80 -0.65 8.58
H 2.87 0.93 6.95
H 2.35 0.75 4.53
*
```

gap between HOMO and LUMO (spin up / spin down): 8.02 / 8.16 eV
LUMO (spin up / spin down): -2.5 / -2.3 eV
HOMO level (spin up / spin down): -10.5 / -10.5 eV
⟨S²⟩: 6.0054

---

(3)
Formula: C31H48N10O15
Source: the Open Molecules 2025 dataset
Level of theory: ωB97M-V/def2-TZVPD

Structure (ORCA input):
```
! wB97M-V def2-TZVPD RIJCOSX def2/J DEFGRID3
* xyz -2 1
O 1.38 -0.76 1.81
C 0.03 -0.47 1.26
C -0.06 -0.30 -0.36
O 0.51 0.82 -1.04
H -0.37 0.42 1.74
H -0.60 -1.35 1.41
H -1.05 -0.45 -0.78
H 0.40 -1.18 -0.81
C 0.28 6.96 -5.88
C -0.62 7.91 -6.36
C -1.70 8.31 -5.58
C -1.93 7.76 -4.40
C -1.08 6.84 -3.85
C 0.05 6.43 -4.61
O 0.91 5.52 -4.15
O -2.37 9.42 -6.20
H 1.22 6.73 -6.36
H -0.43 8.50 -7.24
H -2.65 8.11 -3.68
H -1.22 6.28 -2.94
H 0.53 4.83 -3.59
H -3.04 9.73 -5.59
C -1.53 4.82 4.20
C -0.98 4.57 2.90
C 0.38 4.94 2.66
C 1.20 5.55 3.60
C 0.65 5.80 4.81
C -0.64 5.39 5.08
O -1.21 5.74 6.31
O 0.92 4.74 1.38
H -2.50 4.62 4.64
H -1.50 4.02 2.14
H 2.15 5.92 3.26
H 1.20 6.36 5.55
H -0.63 5.50 7.04
H 0.65 3.90 1.01
C 6.03 -3.82 6.63
C 5.85 -4.23 7.97
C 4.69 -3.99 8.53
C 3.62 -3.50 7.83
C 3.75 -3.12 6.51
C 4.96 -3.39 5.90
O 5.05 -3.02 4.67
O 4.44 -4.40 9.80
H 7.03 -3.92 6.22
H 6.70 -4.59 8.52
H 2.67 -3.53 8.35
H 2.97 -2.69 5.90
H 4.25 -2.56 4.40
H 5.01 -4.15 10.54
C -2.56 -0.09 -7.54
C -3.83 -0.16 -8.02
C -4.77 0.84 -7.65
C -4.55 1.68 -6.60
C -3.28 1.74 -6.05
C -2.29 0.92 -6.56
O -1.06 1.20 -6.14
O -5.99 0.71 -8.20
H -1.79 -0.62 -8.07
H -4.08 -1.01 -8.63
H -5.49 2.12 -6.27
H -3.03 2.60 -5.45
H -0.98 1.43 -5.21
H -6.16 1.45 -8.80
C -5.86 -5.09 1.27
O -5.90 -6.27 0.84
N -5.04 -4.19 0.88
N -6.78 -4.58 2.01
H -4.22 -4.62 0.49
H -5.05 -3.28 1.32
H -7.38 -5.16 2.59
H -6.66 -3.59 2.18
C 2.27 -6.49 0.99
O 2.30 -7.67 0.70
N 2.85 -5.52 0.33
N 1.84 -5.84 2.06
H 3.22 -5.62 -0.60
H 2.94 -4.66 0.85
H 1.96 -4.85 2.21
H 1.19 -6.42 2.57
C -2.04 -5.68 -3.31
O -2.97 -6.46 -3.59
N -0.96 -6.08 -2.84
N -1.99 -4.42 -3.39
H -0.84 -7.08 -2.70
H -0.33 -5.50 -2.30
H -2.76 -3.97 -3.87
H -1.28 -3.95 -2.85
C 3.01 -2.54 -4.80
O 3.79 -3.42 -5.15
N 3.29 -1.63 -3.96
N 1.78 -2.64 -5.17
H 2.55 -0.97 -3.79
H 4.15 -1.58 -3.44
H 1.45 -3.47 -5.65
H 1.01 -1.99 -5.14
C 2.30 1.76 6.83
O 2.78 2.34 7.83
N 1.11 1.25 6.70
N 3.02 1.37 5.77
H 0.44 1.57 7.38
H 0.74 0.88 5.84
H 2.57 0.71 5.15
H 4.01 1.53 5.84
*
```

gap between HOMO and LUMO: 3.09 eV
LUMO: 3.1 eV
HOMO level: 0.0 eV

---

Energy above the lowest of the compared OMol25 structures with the same formula, charge and spin
In order: 10.45 195.86 684.07
Unit: kJ/mol
Max |F|
In order: 0.00511 0.05990 0.18634
Unit: Eh/bohr
Energy
In order: -86096.789 -81391.365 -78533.486
Unit: eV